This record from the Open Molecules 2025 dataset describes the ion C5H9O4PS with charge -2. The level of theory is wB97M-V/def2-TZVPD.

Each line ends with the Mulliken charge.
Element x y z (Å)
C1 4.0307 -0.4216 -0.0437  -0.0289
C2 -1.1758 -0.3413 -0.0609  -0.5548
C3 0.3918 -0.5740 0.0956  -0.0769
C4 -1.4568 1.0775 0.6356  -0.4964
C5 1.1994 0.2690 -0.7696  -0.9883
O1 1.6846 1.7170 1.4132  -0.7728
O2 3.8624 0.7475 0.2133  -0.4158
O3 2.4700 2.7165 -0.8476  -0.8416
O4 -0.9381 2.0468 -0.1770  -0.5541
P1 2.0200 1.5488 -0.0303  1.0049
S1 5.4795 -1.2834 0.0103  -0.5304
H1 3.1576 -1.0671 -0.1899  0.2176
H2 -1.6560 -1.1698 0.4968  0.3367
H3 -1.7455 -0.3673 -1.0701  0.2775
H4 0.4781 -1.7226 -0.1485  0.2747
H5 0.8075 -0.3249 1.1243  0.2058
H6 -1.3327 1.1417 1.7627  0.2444
H7 -2.5601 1.1838 0.6628  0.3453
H8 1.4294 0.0896 -1.8662  0.1081
H9 -0.0166 1.8718 -0.0802  0.2449

## Properties
net charge: -2
energy relative to the best compared isomer or geometry (same formula, charge and spin): 127.0 kJ/mol
frontier orbital gap: 5.0 eV